This record from the OMol25 dataset describes a single C2H4Cl4Si molecule at a distorted geometry. The level of theory is ωB97M-V/def2-TZVPD.

The geometry in ORCA input format:
```
! RIJCOSX wB97M-V def2-TZVPD def2/J DEFGRID3
* xyz 0 3
C 0.61636 -0.39337 1.13154
C -0.49377 0.70710 0.75638
Si 2.16360 -0.18814 0.03284
Cl -1.49994 0.28306 -0.69451
Cl 3.66538 -0.84992 1.16770
Cl 2.08126 -1.10787 -1.69239
Cl 2.50679 1.80490 -0.16713
H 0.21448 -1.45307 1.25206
H 1.02361 -0.12418 2.16611
H -1.38534 0.84895 1.53544
H -0.06141 1.68061 0.59430
*
```

LUMO (alpha / beta) = 0.50 / -4.24 eV
Molecular weight = 197.95 g mol⁻¹
Gap between HOMO and LUMO (alpha / beta) = 4.97 / 6.93 eV